The following is a DFT calculation (wB97M-V/def2-TZVPD) of the ion C12H16IN2O3S2 with charge -1.

Output
SMILES string = C#C[C@@](CCCSC(=S)N1CCOCC1)(NI)C(=O)[O-]
E_HOMO = -4.616 eV

Geometry as ORCA input:
```
! wB97M-V def2-TZVPD RIJCOSX def2/J DEFGRID3
* xyz -1 1
I 2.376 3.014 -1.390
S 0.439 0.792 2.604
S -1.169 -1.600 1.550
O 3.694 -0.353 -3.401
O 1.337 0.121 -3.115
O -4.456 0.540 -0.274
N 2.092 1.270 -0.327
N -1.813 1.288 1.026
C -0.916 0.252 1.665
C -3.208 0.307 -1.018
C -1.907 1.145 -0.476
C 4.511 0.506 -0.527
C -4.275 0.289 1.172
C 5.810 0.909 -0.095
C -3.164 1.395 1.697
C 2.510 -1.224 -0.039
C 1.032 -1.839 -0.424
C 2.705 -0.049 -2.530
C 2.927 0.111 -0.893
C 0.359 -2.491 0.923
H 1.238 -2.749 -1.169
H 2.450 -0.900 1.099
H 0.000 -3.590 0.624
H -0.950 0.670 -0.954
H -2.891 -0.837 -1.048
H 0.330 -1.101 -1.002
H 3.300 -2.092 -0.124
H -3.610 2.458 1.385
H 6.641 1.378 0.623
H -2.005 2.246 -0.923
H -5.302 0.532 1.727
H -3.945 -0.805 1.424
H -3.345 0.614 -2.164
H 1.208 -2.629 1.719
H -3.089 1.421 2.883
H 1.088 1.002 -0.226
*
```



The following is a DFT calculation (wB97M-V/def2-TZVPD) of a cluster of 11 separate species, C4H30N2O12 in total.

Output
Relative energy (zero: lowest compared OMol25 entry of this formula, charge and spin) = 22.72 kcal/mol
SMILES string = NC(=O)C[C@@H](N)CO.O.O.O.O.O.O.O.O.O.O
E_HOMO = -9.685 eV

Geometry as ORCA input:
```
! wB97M-V def2-TZVPD RIJCOSX def2/J DEFGRID3
* xyz 0 1
O 1.473 -1.996 -1.564
O -4.821 1.129 -0.438
O -3.812 1.351 -2.967
O 3.956 -2.297 2.723
O 3.096 1.642 -0.123
O -3.060 -1.347 -2.615
O -0.863 3.804 1.703
O -0.423 -1.956 0.415
O 1.942 0.509 -2.304
O 4.441 -0.701 0.611
O 2.055 -1.967 4.695
O -0.491 -1.048 -3.464
N -2.452 -1.097 0.729
N 0.388 1.331 2.174
C -0.668 0.427 0.065
C -0.659 2.859 0.668
C -0.713 1.450 1.240
C -1.119 -0.945 0.492
H 2.048 -0.428 -2.067
H 4.163 -1.333 -0.069
H 1.288 1.330 1.701
H 2.662 1.259 -0.941
H -3.530 0.383 -2.935
H -1.305 0.781 -0.750
H -1.423 -1.172 -3.171
H 0.779 -1.881 -2.297
H 3.789 2.230 -0.498
H -0.336 3.510 2.435
H -2.768 -1.935 1.214
H -2.986 1.844 -3.101
H -1.472 3.040 -0.035
H -0.413 -1.377 -4.384
H 0.359 0.335 -0.279
H 0.993 0.510 -2.497
H -1.642 1.326 1.785
H 4.018 0.185 0.445
H 3.225 -2.747 2.226
H 0.945 -2.054 -0.726
H -3.197 -1.474 -1.661
H 0.308 3.033 0.185
H -5.348 1.872 -0.125
H 4.268 -1.619 2.101
H -3.000 -0.271 0.925
H 0.319 0.480 2.699
H 2.754 -2.172 4.016
H 2.516 -1.875 5.550
H -4.532 1.341 -1.354
H -3.667 -1.969 -2.982
*
```



The following is a DFT calculation (wB97M-V/def2-TZVPD) of a structure of composition C29H37BaN3O.

Output
E_HOMO (alpha / beta) = 2.506 / 2.503 eV

Geometry as ORCA input:
```
! wB97M-V def2-TZVPD RIJCOSX def2/J DEFGRID3
* xyz -2 1
Ba 0.359 -0.080 -0.035
O 2.521 -0.772 -0.878
N -0.989 -2.940 -1.237
N -0.485 -1.015 -2.285
N 1.813 1.730 -1.962
C -0.629 -1.648 -1.076
C -1.108 1.802 0.527
C -2.595 -3.904 0.268
C 2.949 2.201 -2.483
C 1.017 0.956 -2.751
C -1.123 -0.166 1.846
C 3.353 -0.847 0.287
C -0.546 -5.402 1.476
C 0.141 0.548 2.127
C 0.152 1.789 1.271
C -0.217 0.433 -2.238
C -2.874 -4.799 1.326
C 1.337 0.674 -4.084
C -3.227 0.259 0.317
C -2.179 -6.523 3.052
C -1.873 0.618 0.863
C -1.487 2.883 -0.441
C 2.508 1.183 -4.615
C -1.107 -3.107 -2.630
C -1.268 -3.799 -0.152
C -0.809 -1.966 -3.256
C 1.264 2.763 1.151
C 3.345 1.963 -3.815
C 1.204 -4.356 -0.021
C -0.224 -4.520 0.424
C 1.236 0.098 3.011
C -1.861 -5.552 1.934
C -1.542 -1.444 2.490
C -3.707 -3.096 -0.349
H 1.891 -4.927 0.629
H 4.280 2.385 -4.189
H 1.101 3.518 1.925
H -1.786 3.754 0.156
H -2.335 2.582 -1.057
H -3.905 -4.892 1.680
H -4.445 -2.792 0.416
H -1.093 1.023 -2.243
H -3.908 1.100 0.487
H 3.574 2.807 -1.821
H -3.621 -0.614 0.837
H 2.841 -1.465 1.055
H 0.667 0.044 -4.673
H 2.776 0.971 -5.657
H -1.387 -4.061 -2.946
H -3.218 0.042 -0.761
H -1.807 -6.155 4.022
H -0.779 -1.708 -4.305
H 2.228 0.420 2.670
H 1.255 -0.991 3.133
H -3.327 -2.188 -0.839
H 2.454 -1.660 -1.252
H -0.752 -2.208 2.499
H -3.262 -6.689 3.142
H 1.512 -3.297 0.017
H 1.274 3.251 0.173
H -2.409 -1.874 1.990
H 0.260 -5.978 1.941
H -1.706 -7.499 2.871
H 1.037 0.554 3.982
H 4.310 -1.297 0.002
H -0.659 3.170 -1.103
H 3.526 0.172 0.656
H -4.256 -3.667 -1.117
H 2.252 2.309 1.313
H 1.359 -4.686 -1.061
H -1.810 -1.212 3.523
*
```



The following is a DFT calculation (wB97M-V/def2-TZVPD) of a structure of composition C6H12BrNO2.

Output
Relative energy (zero: lowest compared OMol25 entry of this formula, charge and spin) = 99.67 kcal/mol
E_HOMO (alpha / beta) = -9.792 / -9.793 eV

Geometry as ORCA input:
```
! wB97M-V def2-TZVPD RIJCOSX def2/J DEFGRID3
* xyz 0 1
Br 6.043 0.297 -0.289
O 3.468 1.164 0.403
O 4.677 -2.358 -0.679
N 4.576 -0.701 0.083
C 2.221 -0.997 0.425
C 3.381 -0.020 0.250
C -2.208 0.808 -0.091
C -0.804 1.309 -0.396
C 0.203 0.579 0.477
C 1.038 -0.438 -0.331
H -2.228 -0.406 -0.193
H -0.627 2.342 -0.292
H 2.480 -1.961 -0.168
H -0.608 1.093 -1.491
H 0.849 1.252 1.064
H -0.365 0.016 1.165
H 1.252 0.064 -1.269
H 1.936 -1.146 1.428
H -2.335 1.105 0.916
H 0.332 -1.208 -0.445
H 5.727 -2.501 -0.699
H -3.060 1.159 -0.703
*
```



The following is a DFT calculation (wB97M-V/def2-TZVPD) of a cluster of 2 separate species, C2HF3I2 in total.

Output
Relative energy (zero: lowest compared OMol25 entry of this formula, charge and spin) = 87.88 kcal/mol
E_HOMO (alpha / beta) = -9.364 / -9.910 eV

Geometry as ORCA input:
```
! wB97M-V def2-TZVPD RIJCOSX def2/J DEFGRID3
* xyz 0 1
I 2.501 0.677 -0.014
I -2.515 -0.554 -0.071
F -0.238 -0.025 1.630
F -0.800 1.712 0.415
F 0.272 -0.078 -1.874
C 0.548 -0.057 -0.572
C -0.625 0.370 0.341
H 0.856 -2.046 0.144
*
```



The following is a DFT calculation (wB97M-V/def2-TZVPD) of a structure of composition C19H18FeNO.

Output
<S²> = 6.065
E_HOMO (alpha / beta) = -0.511 / -2.461 eV

Geometry as ORCA input:
```
! wB97M-V def2-TZVPD RIJCOSX def2/J DEFGRID3
* xyz -1 5
Fe -0.008 0.204 -0.769
O -0.153 0.092 -3.184
N -0.256 -0.092 3.370
C -0.996 -2.404 0.887
C 0.407 -2.018 -0.904
C 0.340 1.098 -8.325
C -0.547 1.814 0.757
C 0.105 -0.137 -5.794
C 1.415 1.952 -0.483
C -1.344 -0.491 -3.699
C -0.368 1.180 -6.005
C -0.258 1.778 -7.259
C 0.325 2.372 -1.322
C 1.039 -1.410 0.237
C 0.719 -0.806 -6.884
C -0.144 -0.819 -4.529
C -0.888 2.315 -0.546
C 0.865 1.581 0.788
C 0.277 -1.853 1.504
C -0.876 -2.556 -0.474
C -0.005 -0.810 2.494
C 0.829 -0.203 -8.131
H -1.814 -2.763 1.520
H -1.869 2.661 -0.858
H 2.096 -1.153 0.302
H 0.415 1.570 -9.303
H -1.227 1.709 1.600
H 1.437 1.278 1.665
H -1.742 -1.296 -3.081
H -0.825 1.716 -5.173
H 1.297 -0.738 -8.957
H -2.042 0.210 -4.153
H 0.842 -2.653 2.034
H 0.863 -2.181 -1.878
H -0.637 2.789 -7.397
H 0.322 -1.801 -4.378
H -1.577 -3.043 -1.145
H 2.472 1.955 -0.745
H 1.095 -1.820 -6.721
H 0.416 2.772 -2.327
*
```



The calculation returns the following strongest force on any atom values, one per record and in order: 9.8; 1.9; 12.1; 4.2; 2.0; 2.9 eV/A.